The following is a DFT calculation (ωB97M-V/def2-TZVPD) of C49H50As2BrF5MoN3OS2 as an isolated structure in a non-equilibrium geometry.

Cartesian coordinates (Å):
Mo 1.26 -0.70 0.13
Br -1.33 -4.41 -3.94
As 3.38 0.16 -1.41
As 0.25 0.73 -2.01
S -1.05 -0.51 0.72
S 1.27 1.50 1.08
F 4.82 -3.45 0.60
F 5.60 -3.98 5.18
F 6.17 -4.54 2.61
F 2.18 -1.05 3.66
F 3.73 -2.03 5.68
O 2.79 -1.64 0.98
N -2.76 1.34 1.68
N 1.15 -2.64 -1.14
N -0.70 3.22 1.94
C 1.57 2.08 -2.70
C -4.76 -0.69 -0.55
C 4.41 -0.85 -2.76
C 0.71 -3.80 2.39
C 4.83 0.74 -0.21
C 1.27 3.10 -3.60
C -0.71 6.44 1.02
C -3.59 -5.01 0.08
C -2.11 3.65 1.92
C 2.29 3.89 -4.05
C -5.49 -0.58 -1.69
C 0.00 5.25 0.89
C 2.23 -3.43 -1.18
C -5.76 1.80 -1.28
C -2.94 -3.39 1.73
C -1.27 -4.41 0.30
C 2.31 -4.53 -2.01
C -3.07 2.56 2.42
C 3.17 -1.88 3.37
C 3.41 -2.14 2.00
C 4.45 -3.11 1.83
C -0.42 7.02 -1.27
C -0.52 -2.91 2.27
C 1.28 -4.73 -2.87
C 4.87 -3.42 4.21
C -5.96 0.69 -2.09
C 0.10 -2.88 -1.94
C 3.57 3.74 -3.64
C -1.29 1.96 -1.71
C -0.39 1.96 1.49
C 3.92 2.68 -2.77
C 0.34 5.86 -1.46
C -1.02 -2.71 3.69
C 0.14 -3.97 -2.81
C 5.16 -3.75 2.85
C -4.95 1.64 -0.18
C 2.92 1.77 -2.33
C -3.77 0.28 1.64
C -3.94 -4.03 1.02
C 3.92 -2.46 4.40
C -1.42 1.06 1.38
C -0.83 7.37 0.00
C -1.60 -3.54 1.37
C -0.52 -0.01 -3.63
C 0.18 4.32 2.03
C -4.57 0.38 0.28
C -2.25 -5.11 -0.32
C 0.11 -1.48 1.78
C 0.47 4.99 -0.40
H 1.22 4.04 2.01
H -3.26 -2.79 2.61
H -4.99 -3.94 1.37
H -0.14 -2.41 4.30
H 0.41 -0.94 2.70
H 4.94 -0.10 0.47
H -4.79 2.48 0.50
H 3.26 -5.11 -2.07
H -6.14 2.81 -1.48
H -1.44 -0.40 -3.24
H 4.28 4.46 -3.98
H -2.19 1.38 -1.42
H -1.51 2.48 -2.64
H -0.74 -2.27 -1.95
H -2.43 3.81 0.90
H 3.72 -1.22 -3.58
H -1.06 2.62 -0.88
H -1.02 6.77 1.97
H -4.46 0.37 2.46
H 1.05 4.03 -0.58
H -1.79 -1.95 3.78
H -0.61 0.84 -4.31
H -5.65 -1.47 -2.27
H 4.50 1.55 0.46
H 0.14 -0.82 -4.03
H 2.98 -3.23 -0.44
H 1.37 -5.46 -3.60
H -3.36 -0.74 1.68
H 4.97 2.53 -2.47
H -0.68 7.64 -2.10
H -4.35 -5.64 -0.37
H 0.36 -4.82 2.56
H -0.27 -4.73 0.13
H 4.72 -1.74 -2.15
H -2.94 2.47 3.52
H 5.28 -0.27 -3.13
H -0.04 4.78 2.99
H 0.71 5.47 -2.39
H -1.38 -3.66 4.05
H 1.32 -3.43 3.23
H 5.77 1.00 -0.73
H -1.29 8.37 0.22
H -4.09 2.90 2.22
H 0.23 3.24 -3.96
H 1.32 -3.89 1.51
H -2.07 -5.79 -1.14
H 2.06 4.76 -4.70
H -2.28 4.51 2.60
H -4.40 -1.70 -0.29
H -6.48 0.79 -3.04

Computed properties:
2S+1: 3
HOMO-LUMO gap (spin up / spin down) (eV): 6.39 / 5.33
Charge: +1


The following is a DFT calculation (ωB97M-V/def2-TZVPD) of one molecule with the formula C7H17N in a non-equilibrium geometry.

Cartesian coordinates (Å):
N -0.26 0.79 -0.63
C 0.52 0.63 -1.86
C -1.85 2.71 -0.91
C 0.47 -2.58 1.90
C 1.28 -0.41 1.03
C -1.61 1.16 -1.00
C -0.14 -0.42 0.29
C 1.70 -1.83 1.25
H -0.25 -1.37 -0.30
H 2.02 0.08 0.26
H 0.77 1.57 -2.39
H -2.81 3.04 -1.15
H -2.40 0.84 -0.14
H -2.00 1.07 -1.97
H 1.60 0.44 -1.62
H 2.58 -2.14 1.86
H 1.13 0.01 2.11
H -0.34 -1.87 2.11
H -1.19 3.34 -1.61
H 1.88 -2.24 0.19
H -0.87 -0.37 1.18
H 0.03 -0.02 -2.62
H 0.26 -3.50 1.36
H 0.60 -2.98 2.87
H -1.45 2.98 0.13

Computed properties:
HOMO-LUMO gap (eV): 9.60


The following is a DFT calculation (ωB97M-V/def2-TZVPD) of C65H81AsBrN6O4SSr as an isolated structure in a non-equilibrium geometry.

Cartesian coordinates (Å):
Sr 0.07 -0.26 0.82
Br -1.37 0.75 3.49
As -2.83 -0.45 -1.59
S 1.51 -3.03 -0.10
O 1.00 -0.97 2.73
O 2.58 1.85 -6.15
O -0.33 2.27 -3.50
O 3.85 4.43 -0.54
N 4.11 -3.42 -0.37
N 1.22 0.56 -2.03
N 3.37 -1.39 -1.14
N -2.11 -0.82 0.03
N 2.42 1.85 -3.57
N 2.73 2.26 -1.34
C -5.48 -2.06 -1.84
C 0.57 -0.34 8.39
C 2.25 1.70 -7.52
C -4.08 -2.02 -1.79
C 3.24 3.71 0.46
C 5.11 -0.03 -2.28
C -6.17 -5.77 -2.49
C -2.14 -2.33 1.92
C 2.56 2.54 0.07
C 0.51 0.11 -3.17
C -0.79 -0.78 -5.49
C -4.21 -1.37 1.20
C 3.29 4.08 1.79
C -4.17 -2.82 3.13
C 2.01 5.49 -4.28
C 3.42 -2.26 3.00
C -6.42 -0.89 -1.63
C 5.47 -2.96 -0.07
C 4.23 -1.28 -2.32
C -6.49 4.69 -2.11
C -0.65 0.49 8.80
C 0.55 -1.22 -3.54
C 1.93 -1.35 4.93
C 2.12 4.31 -3.55
C -2.82 -1.49 1.01
C -3.38 -3.24 -1.92
C -0.26 1.00 -3.95
C 0.68 -0.46 6.87
C 0.44 -1.74 9.01
C -0.08 -0.09 4.63
C -0.86 0.57 -5.12
C -4.87 -2.02 2.23
C -5.45 -4.47 -2.24
C -4.66 0.40 -3.94
C -4.94 3.23 -0.74
C 3.14 -3.55 5.08
C -1.88 -3.36 -1.74
C -4.06 -4.43 -2.14
C 2.28 4.26 -6.33
C 1.98 2.13 2.30
C -4.15 2.10 -0.55
C -3.46 1.97 0.79
C 6.51 -3.94 -0.62
C -2.80 -2.97 2.96
C 2.09 5.47 -5.66
C -1.32 3.12 -4.08
C 4.42 5.68 -0.20
C -6.13 -3.28 -2.08
C 1.89 1.71 0.95
C 0.96 -0.83 4.01
C 4.44 -1.40 5.07
C -0.10 -1.67 -4.69
C 3.06 -2.58 -0.57
C -5.62 3.47 -1.93
C -0.24 0.09 5.99
C -5.49 2.53 -2.95
C -4.72 1.39 -2.79
C 2.66 3.26 2.72
C 1.83 0.35 8.95
C 2.04 1.55 -2.25
C 2.32 3.09 -4.20
C -4.05 1.14 -1.57
C 1.74 -1.16 6.29
C 3.20 -2.13 4.51
C 2.40 3.09 -5.60
H -4.77 -0.73 0.53
H 2.34 4.23 -7.41
H 7.52 -3.60 -0.37
H -1.29 -1.12 -6.39
H -4.13 1.54 1.55
H 2.48 -1.59 6.97
H -5.01 3.96 0.07
H -1.49 -4.19 -2.34
H 2.95 2.24 -8.16
H 2.70 3.52 3.78
H -2.24 -3.60 3.63
H 1.74 0.48 10.03
H 2.28 -4.09 4.66
H 3.70 6.31 0.33
H 3.49 -1.28 2.51
H 1.96 1.33 8.48
H -1.09 0.67 6.34
H -1.06 -2.49 1.81
H 2.59 -0.74 -1.14
H 2.00 6.38 -6.24
H 5.76 0.00 -3.16
H -5.79 -6.27 -3.38
H 3.04 -3.55 6.17
H -3.49 -5.35 -2.24
H 3.82 4.97 2.11
H -7.24 -5.61 -2.61
H -4.68 -3.32 3.94
H -6.48 5.32 -1.22
H 4.05 -4.11 4.82
H -5.94 -1.89 2.34
H 0.30 -1.67 10.10
H -0.07 -2.73 -4.95
H 4.85 -2.17 -2.38
H 5.59 -2.86 1.01
H -1.34 -2.46 -2.01
H 5.35 -1.92 4.76
H -1.42 1.26 -5.73
H -3.63 0.21 -4.25
H -3.14 2.95 1.15
H -7.28 -1.22 -1.05
H 1.24 2.04 -7.72
H 1.50 1.53 3.07
H 6.42 -4.02 -1.71
H 6.36 -4.93 -0.19
H -2.59 1.31 0.74
H 5.30 5.55 0.44
H 4.50 0.88 -2.28
H -1.35 4.01 -3.46
H 5.73 -0.02 -1.38
H 4.47 -0.38 4.70
H 4.44 -1.37 6.17
H 3.61 -1.26 -3.22
H -6.13 5.30 -2.95
H 3.83 -4.25 0.11
H 4.72 6.16 -1.13
H 2.32 0.64 -7.73
H -7.52 4.41 -2.33
H 2.61 -2.81 2.51
H 2.73 -0.24 8.75
H -1.05 3.41 -5.10
H -6.01 2.69 -3.89
H -6.80 -0.51 -2.59
H -2.30 2.64 -4.08
H 1.33 -2.34 8.82
H -6.03 -6.46 -1.65
H 3.41 2.86 -1.76
H 1.85 6.42 -3.76
H -5.21 0.78 -4.80
H -1.58 0.03 8.45
H -0.42 -2.26 8.59
H -5.08 -0.57 -3.67
H -1.64 -3.57 -0.69
H 5.61 -1.98 -0.50
H 1.08 -1.92 -2.90
H 2.02 4.33 -2.47
H -0.59 1.51 8.41
H 2.24 1.09 -4.21
H -5.97 -0.05 -1.12
H -0.69 0.55 9.89
H -7.22 -3.28 -2.11
H 4.36 -2.80 2.84

Computed properties:
HOMO-LUMO gap (eV): 6.42
Charge: -1


The following is a DFT calculation (ωB97M-V/def2-TZVPD) of a 8-piece molecular cluster, C5H26NO8 overall in a non-equilibrium geometry.

Cartesian coordinates (Å):
O 0.42 1.46 1.11
O -0.86 -2.20 -3.77
O 3.19 -0.27 2.49
O 2.10 0.35 -0.23
O 1.95 -1.99 0.74
O 1.26 3.79 -0.45
O 0.50 0.66 -4.32
O 1.89 1.54 -2.46
N -1.04 -1.05 1.02
C -1.76 -2.32 1.31
C -0.45 1.05 2.09
C -2.77 0.87 1.22
C -0.99 -0.78 -0.43
C -1.64 0.07 1.78
H 2.88 -0.85 1.75
H -1.43 -2.62 -3.13
H -0.12 -0.17 -0.61
H 1.96 0.86 -1.51
H 2.96 0.58 0.12
H 1.66 3.49 -1.29
H 0.70 3.10 -0.09
H 1.99 -1.21 0.05
H 1.15 1.07 -3.64
H -2.04 -2.84 0.40
H -1.06 -2.94 1.91
H 0.17 0.40 2.78
H -0.91 -1.75 -0.99
H 2.85 1.54 -2.57
H 0.81 0.61 0.63
H 2.66 0.54 2.41
H -1.90 -0.29 -0.84
H -1.96 -0.46 2.73
H -2.44 1.74 0.59
H -3.44 0.28 0.63
H -0.55 -1.42 -3.30
H -0.08 0.01 -3.96
H 1.10 -1.70 1.15
H -2.59 -2.41 2.01
H -0.84 1.95 2.62
H -3.34 1.30 2.07

Computed properties:
HOMO-LUMO gap (eV): 9.07
Charge: -1